<a>
A structure of composition C37H28Cl4N5O9S5SbZr, computed with the ωB97M-V functional and the def2-TZVPD basis.

Geometry (Å):
Zr 0.404 0.592 -0.197
O 2.166 6.298 1.722
C 1.422 6.542 0.658
O 1.287 7.663 0.225
C 0.785 5.373 -0.017
C -0.013 5.452 -1.142
Cl -0.370 6.793 -2.122
N -0.438 4.205 -1.456
N 0.064 3.308 -0.598
C 0.799 3.985 0.264
C 1.502 3.178 1.306
O 2.082 3.731 2.243
O 1.428 1.923 1.134
C -1.260 3.793 -2.553
C -0.853 2.710 -3.310
C -1.640 2.307 -4.379
C -2.792 3.008 -4.697
C -3.178 4.103 -3.935
C -2.426 4.490 -2.840
H 2.212 5.314 1.948
H 0.085 2.212 -3.097
H -1.303 1.461 -4.964
H -3.397 2.698 -5.540
H -4.085 4.644 -4.178
H -2.734 5.318 -2.217
S 3.589 -1.617 -3.874
Sb 1.929 -0.091 -3.494
S 2.383 1.464 -1.751
S 0.185 -1.037 -2.115
S 1.074 0.876 -5.358
Cl -3.024 -2.571 6.039
C -2.161 -1.986 4.635
C -1.885 -0.639 4.519
C -1.196 -0.184 3.408
Cl -0.833 1.501 3.287
C -0.767 -1.047 2.386
O -0.105 -0.657 1.332
C -1.080 -2.408 2.560
Cl -0.594 -3.503 1.313
C -1.766 -2.884 3.660
H -2.201 0.061 5.278
H -1.990 -3.937 3.745
C 0.775 -5.229 3.653
C 2.103 -5.044 2.968
C 2.187 -4.882 1.590
C 3.400 -4.664 0.956
C 4.570 -4.582 1.702
N 5.826 -4.323 1.108
C 6.044 -3.745 -0.144
O 6.942 -4.156 -0.859
N 5.210 -2.727 -0.496
C 4.438 -1.922 0.354
C 4.879 -1.526 1.607
C 4.038 -0.762 2.391
C 2.816 -0.370 1.884
N 2.412 -0.690 0.653
C 3.194 -1.469 -0.089
C 4.503 -4.756 3.081
C 3.286 -4.994 3.699
H -0.013 -5.430 2.928
H 0.491 -4.327 4.198
H 0.809 -6.055 4.367
H 1.285 -4.914 0.993
H 3.431 -4.535 -0.119
H 6.569 -4.961 1.343
H 5.136 -2.514 -1.498
H 5.852 -1.833 1.965
H 4.329 -0.455 3.386
H 2.138 0.236 2.468
H 2.821 -1.788 -1.049
H 5.410 -4.676 3.669
H 3.253 -5.115 4.777
C -6.996 1.918 -4.182
C -5.957 1.502 -3.175
C -5.595 2.351 -2.134
C -4.632 1.980 -1.212
C -4.040 0.731 -1.313
C -4.385 -0.133 -2.339
C -5.335 0.262 -3.270
S -2.920 0.196 -0.048
O -2.661 -1.200 -0.267
O -3.524 0.576 1.203
O -1.683 1.042 -0.303
H -7.154 2.997 -4.159
H -7.956 1.436 -3.980
H -6.696 1.639 -5.193
H -6.061 3.328 -2.057
H -4.351 2.641 -0.402
H -3.896 -1.096 -2.398
H -5.593 -0.405 -4.085

HOMO level	-2.9	eV
LUMO energy	3.647	eV
charge	-2

=====

<b>
A structure of composition C37H28Cl4N5O9S5SbZr, computed with the ωB97M-V functional and the def2-TZVPD basis.

Geometry (Å):
Zr -1.160 2.343 -1.348
O 2.751 6.763 0.159
C 3.484 5.865 -0.466
O 4.690 5.957 -0.538
C 2.776 4.671 -1.014
C 3.370 3.645 -1.725
Cl 4.970 3.467 -2.264
N 2.423 2.736 -2.047
N 1.230 3.117 -1.556
C 1.421 4.278 -0.951
C 0.196 4.995 -0.466
O 0.300 6.121 0.020
O -0.888 4.367 -0.670
C 2.550 1.583 -2.892
C 3.474 0.600 -2.565
C 3.577 -0.515 -3.377
C 2.762 -0.636 -4.498
C 1.855 0.360 -4.818
C 1.748 1.488 -4.013
H 1.761 6.531 0.162
H 4.094 0.708 -1.683
H 4.284 -1.296 -3.126
H 2.837 -1.518 -5.124
H 1.207 0.301 -5.685
H 1.049 2.278 -4.262
S -0.796 1.955 -6.812
Sb -2.105 2.458 -5.017
S -1.848 0.801 -3.313
S -1.054 3.948 -3.488
S -4.302 2.945 -5.315
Cl -8.087 -0.073 -1.017
C -6.371 0.200 -0.841
C -5.824 1.404 -1.253
C -4.469 1.584 -1.091
Cl -3.735 3.093 -1.550
C -3.598 0.613 -0.567
O -2.325 0.813 -0.443
C -4.222 -0.578 -0.161
Cl -3.216 -1.830 0.507
C -5.581 -0.794 -0.291
H -6.432 2.177 -1.700
H -6.014 -1.731 0.026
C -1.981 -5.241 1.414
C -0.532 -4.836 1.413
C 0.462 -5.688 0.944
C 1.791 -5.291 0.904
C 2.157 -4.029 1.354
N 3.513 -3.642 1.278
C 4.081 -2.387 1.215
O 5.234 -2.217 1.582
N 3.353 -1.362 0.670
C 2.250 -1.392 -0.213
C 1.943 -2.487 -1.004
C 0.827 -2.411 -1.811
C 0.093 -1.236 -1.859
N 0.431 -0.152 -1.161
C 1.467 -0.248 -0.333
C 1.179 -3.185 1.862
C -0.146 -3.581 1.876
H -2.106 -6.254 1.030
H -2.575 -4.567 0.795
H -2.399 -5.206 2.422
H 0.192 -6.674 0.583
H 2.548 -5.952 0.498
H 4.199 -4.327 1.551
H 3.842 -0.483 0.754
H 2.561 -3.376 -0.985
H 0.533 -3.250 -2.427
H -0.772 -1.142 -2.500
H 1.707 0.643 0.239
H 1.459 -2.206 2.222
H -0.895 -2.891 2.250
C -1.530 -1.360 6.272
C -1.343 -0.402 5.125
C -0.590 -0.755 4.016
C -0.419 0.118 2.945
C -0.995 1.371 3.002
C -1.755 1.744 4.106
C -1.930 0.862 5.154
S -0.827 2.605 1.737
O -0.070 3.670 2.339
O -2.177 2.908 1.309
O -0.090 1.963 0.596
H -1.065 -2.322 6.058
H -2.590 -1.532 6.470
H -1.086 -0.967 7.190
H -0.134 -1.736 3.993
H 0.141 -0.171 2.064
H -2.207 2.727 4.129
H -2.532 1.155 6.007

HOMO level	-2.6	eV
LUMO energy	3.351	eV
charge	-2

=====

The structure with the least stability is <b>.

=====

<a>
A cluster of 2 separate species, C5H13NP in total, computed with the ωB97M-V functional and the def2-TZVPD basis.

Geometry (Å):
C 3.241 0.195 0.281
C 2.205 0.100 -0.490
C 4.465 0.763 -0.373
C -4.837 -0.062 0.064
C -3.396 -0.409 0.172
N -2.392 0.272 -0.070
P 0.829 -0.821 0.380
H 3.303 -0.146 1.234
H 1.838 0.513 -1.471
H 5.334 0.221 -0.048
H 4.418 0.671 -1.375
H 4.600 1.837 0.095
H -4.920 0.797 -0.620
H -5.409 -0.928 -0.268
H -5.238 0.075 1.093
H -3.021 -1.499 0.259
H -2.535 1.243 -0.250
H -1.422 -0.045 -0.227
H 1.529 -0.798 1.623
H 1.410 -1.978 -0.006

HOMO level	-12.2	eV
LUMO energy	-4.316	eV
charge	+1

=====

<b>
The ion C5H13NP with charge +1, computed with the ωB97M-V functional and the def2-TZVPD basis.

Geometry (Å):
C 1.392 1.325 1.245
C 1.907 0.363 0.068
C 0.981 0.510 -1.110
C -0.198 -0.407 -1.062
N -1.292 -0.278 -0.419
C -2.442 -1.465 -0.607
P -1.850 1.252 0.427
H 0.439 0.888 1.582
H 1.337 2.347 0.860
H 2.023 1.294 2.055
H 2.051 -0.628 0.409
H 2.828 0.800 -0.400
H 0.647 1.566 -1.231
H 1.581 0.277 -1.940
H -0.095 -1.382 -1.687
H -3.418 -0.980 -0.655
H -2.213 -2.066 0.291
H -1.959 -2.100 -1.485
H -2.068 0.700 1.735
H -3.092 1.177 -0.177

HOMO level	-14.3	eV
LUMO energy	-4.164	eV
charge	+1
SMILES	CCC/C=[N+](/C)P

=====

The structure with the least stability is <a>.

=====

<a>
A cluster of 11 separate species, C5H33N2O11 in total, computed with the ωB97M-V functional and the def2-TZVPD basis.

Geometry (Å):
C 0.735 1.163 0.138
N -0.301 2.127 -0.264
C -1.173 2.541 0.854
C -2.498 3.067 0.280
O -3.021 2.561 -0.692
C 0.579 -0.344 -0.172
N 0.685 -0.608 -1.654
C 2.119 -0.809 -1.959
H 0.947 1.324 1.200
H 1.695 1.379 -0.314
H 0.085 2.972 -0.674
H -0.682 3.346 1.469
H -1.427 1.815 1.656
H -2.819 3.946 0.834
H -0.311 -0.668 0.342
H 1.354 -0.918 0.320
H 0.315 0.305 -2.001
H 0.104 -1.349 -2.038
H 2.361 -0.952 -3.017
H 2.655 0.152 -1.877
H 2.407 -1.749 -1.503
H 1.302 -1.745 4.515
H 1.013 -2.112 2.998
O 1.684 -1.975 3.668
H -0.904 -3.825 -1.686
H 0.591 -4.164 -1.792
O -0.021 -3.472 -1.515
H -4.906 1.886 1.348
H -3.961 1.858 2.566
O -3.997 2.063 1.621
H -3.663 -0.047 1.339
H -2.574 -0.204 0.182
O -2.937 -0.587 1.028
H -2.875 -0.128 -1.911
H -2.346 1.176 -1.192
O -2.115 0.207 -1.407
H 3.444 -4.293 -0.636
H 2.469 -3.295 0.037
O 2.548 -3.929 -0.683
H 2.776 4.325 -0.190
H 3.125 2.852 0.308
O 2.508 3.403 -0.179
H -1.175 1.568 -2.768
H -0.815 1.911 -4.282
O -0.513 1.475 -3.480
H 4.761 -1.780 1.572
H 3.361 -1.763 2.237
O 3.818 -1.823 1.389
H -1.483 -1.541 1.664
H -1.788 -3.023 2.191
O -1.136 -2.319 2.132

HOMO level	-12.4	eV
LUMO energy	-2.120	eV
charge	+1

=====

<b>
A cluster of 11 separate species, C5H33N2O11 in total, computed with the ωB97M-V functional and the def2-TZVPD basis.

Geometry (Å):
N 0.063 -0.973 1.317
C 1.454 -0.381 1.342
C 1.856 0.026 2.764
C 1.256 0.934 0.555
N 2.060 1.183 -0.478
C 1.993 2.413 -1.257
C 3.137 0.296 -0.872
O 0.283 1.602 0.878
H -0.556 -0.246 1.689
H 0.046 -1.736 1.987
H -0.210 -1.338 0.415
H 2.114 -1.161 0.998
H 1.355 0.918 3.136
H 2.934 0.148 2.667
H 1.638 -0.749 3.496
H 2.619 3.225 -0.908
H 0.986 2.842 -1.202
H 2.047 2.102 -2.295
H 3.837 0.840 -1.508
H 2.858 -0.580 -1.451
H 3.843 0.000 -0.092
H -1.145 -0.686 3.948
H -1.414 -2.152 4.030
O -0.679 -1.536 3.917
H -2.026 -2.223 0.127
H -2.964 -3.133 0.620
O -2.399 -2.441 1.002
H -0.948 1.986 -3.316
H -1.772 1.790 -1.972
O -1.338 1.342 -2.721
H -2.422 -0.193 -4.984
H -1.855 -0.130 -3.649
O -2.331 -0.777 -4.220
H 1.078 3.263 2.381
H 1.621 3.692 3.695
O 0.876 3.863 3.107
H 0.986 -4.203 0.648
H 0.206 -3.265 -0.415
O 0.828 -3.313 0.328
H -2.031 -3.174 -4.002
H -0.917 -2.371 -4.537
O -1.077 -3.241 -4.145
H -2.197 3.562 -0.245
H -3.520 2.872 -0.681
O -2.597 3.006 -0.919
H -2.655 1.390 2.700
H -1.451 1.759 1.814
O -1.729 1.178 2.536
H -0.523 -2.741 -2.510
H -0.678 -1.302 -2.025
O -0.543 -2.187 -1.692

HOMO level	-13.2	eV
LUMO energy	-2.476	eV
charge	+1

=====

The structure with the least stability is <a>.

=====

<a>
The molecule C4H6FNO2, computed with the ωB97M-V functional and the def2-TZVPD basis.

Geometry (Å):
N 2.417 0.952 -0.171
C 1.961 -0.328 -0.108
O 2.678 -1.303 -0.292
C 0.490 -0.438 0.288
C -0.610 0.246 0.104
F -0.633 1.562 -0.212
C -2.051 -0.283 0.394
O -2.821 -0.672 -0.677
H 3.383 1.030 -0.374
H 1.810 1.749 -0.147
H 0.316 -1.453 0.629
H -1.981 -1.171 1.025
H -2.552 0.547 1.022
H -2.408 -0.438 -1.480

HOMO level	-10.4	eV
LUMO energy	0.427	eV
charge	0
SMILES	NC(=O)/C=C(\F)CO

=====

<b>
A structure of composition C4H6FNO2, computed with the ωB97M-V functional and the def2-TZVPD basis.

Geometry (Å):
C -1.116 -1.807 -0.107
C -1.302 -0.133 -0.127
C 0.136 0.357 0.330
C 1.974 1.645 0.188
H -1.358 -2.264 1.042
H -1.623 -2.597 -1.106
H -1.983 0.270 0.904
H -1.973 0.235 -1.121
H 0.633 1.429 -1.497
H 2.143 1.451 1.299
N 0.884 1.155 -0.443
O 0.459 0.022 1.456
O 2.780 2.369 -0.463
F 0.346 -2.133 -0.354

HOMO level	-10.0	eV
LUMO energy	0.398	eV
charge	0

=====

The structure with the least stability is <b>.